C26H58O18 | ωB97M-V/def2-TZVPD

HOMO: -1.9 eV
energy relative to the best compared isomer or geometry (same formula, charge and spin): 23.7 kcal per mole

ORCA input file:
```
! wB97M-V def2-TZVPD RIJCOSX def2/J DEFGRID3
* xyz -2 1
O 1.502 -0.955 2.190
C 1.201 -0.108 1.126
O -0.045 0.094 0.931
O 2.119 0.340 0.372
H 0.610 -1.087 2.629
O -2.395 -1.388 5.181
C -0.998 -1.253 4.998
O -0.464 -0.356 5.701
O -0.441 -2.095 4.266
H -2.479 -0.644 5.830
C 0.887 4.179 -4.823
O 2.123 4.008 -4.256
C 2.898 5.171 -4.202
C 2.523 6.068 -3.058
O 2.530 5.351 -1.868
C 2.351 6.194 -0.772
C 2.514 5.433 0.527
O 1.837 4.240 0.497
C 1.962 3.621 1.757
H 0.428 5.129 -4.528
H 0.258 3.353 -4.519
H 1.004 4.173 -5.917
H 2.750 5.736 -5.141
H 3.912 4.787 -4.128
H 1.536 6.547 -3.190
H 3.234 6.915 -2.980
H 1.388 6.736 -0.781
H 3.111 7.005 -0.775
H 2.036 6.064 1.302
H 3.574 5.278 0.772
H 3.003 3.367 1.957
H 1.268 2.788 1.759
H 1.627 4.341 2.525
C -3.352 -0.845 2.140
O -3.756 -0.431 0.839
C -4.547 -1.409 0.229
C -4.804 -1.112 -1.220
O -5.291 0.162 -1.459
C -5.459 0.385 -2.805
C -5.752 1.833 -3.021
O -4.737 2.603 -2.492
C -4.900 3.938 -2.771
H -2.772 -0.012 2.548
H -2.634 -1.666 2.115
H -4.188 -1.035 2.828
H -5.508 -1.489 0.793
H -4.108 -2.423 0.292
H -5.496 -1.858 -1.676
H -3.892 -1.327 -1.813
H -6.297 -0.242 -3.161
H -4.564 0.074 -3.364
H -6.749 2.117 -2.638
H -5.836 2.035 -4.110
H -3.984 4.508 -2.611
H -5.683 4.390 -2.138
H -5.156 4.146 -3.831
C -1.623 -4.207 1.789
O -1.648 -3.378 0.617
C -0.464 -2.617 0.488
C -0.583 -1.723 -0.737
O -0.620 -2.426 -2.025
C -1.680 -3.257 -2.274
C -1.966 -3.229 -3.758
O -2.258 -1.990 -4.238
C -1.132 -1.337 -4.722
H -2.588 -4.726 1.821
H -1.533 -3.589 2.696
H -0.805 -4.938 1.745
H 0.456 -3.206 0.337
H -0.300 -1.942 1.340
H 0.317 -1.106 -0.805
H -1.439 -1.037 -0.679
H -2.593 -2.848 -1.813
H -1.586 -4.287 -1.927
H -2.775 -3.923 -3.984
H -1.049 -3.636 -4.221
H -1.471 -0.412 -5.197
H -0.646 -1.921 -5.524
H -0.382 -1.094 -3.969
C 1.791 -4.695 5.026
O 2.258 -3.976 3.960
C 2.951 -4.736 3.035
C 3.597 -3.750 2.063
O 4.272 -2.806 2.786
C 5.199 -2.094 2.060
C 5.791 -1.067 2.977
O 4.810 -0.213 3.476
C 4.576 0.856 2.638
H 1.192 -5.581 4.733
H 1.053 -4.090 5.564
H 2.578 -4.984 5.738
H 2.244 -5.397 2.504
H 3.705 -5.408 3.486
H 2.821 -3.333 1.410
H 4.322 -4.313 1.437
H 4.842 -1.658 1.113
H 6.022 -2.774 1.713
H 6.554 -0.465 2.455
H 6.231 -1.585 3.833
H 5.452 1.551 2.524
H 3.665 1.368 2.891
H 4.542 0.610 1.560
*
```

Here are the Mulliken charges for atoms 1 to 4, given in e: atom 1 (O): -0.25, atom 2 (C): 0.79, atom 3 (O): -0.59, atom 4 (O): -0.75